[1]
Computed, not measured: a molecular structure, C31H50ClLuPSe in a non-equilibrium geometry, with wB97M-V/def2-TZVPD.

Element x y z (Å)
Lu1 2.7296 1.0531 0.4917
Cl1 2.2592 -0.8442 1.8925
P1 -0.2456 0.4461 -2.1136
C1 -1.0934 -0.5596 -0.6394
H1 -0.4961 -0.3271 0.2927
H2 -2.0634 -0.0596 -0.4432
C2 1.6525 0.7080 -2.1863
C3 -0.9301 2.2250 -2.2663
C4 2.2186 1.0247 -3.5998
H3 1.7611 1.6533 -1.5657
C5 3.7051 1.3961 -3.5362
H4 2.0778 0.1428 -4.2499
H5 1.6600 1.8460 -4.0788
C6 4.5877 0.3835 -2.8115
H6 4.0644 1.5258 -4.5624
H7 3.8131 2.3844 -3.0687
C7 3.9622 0.0433 -1.4382
H8 4.7536 -0.5249 -3.3993
H9 5.5728 0.8313 -2.6355
C8 2.4851 -0.4174 -1.5663
H10 4.5158 -0.7146 -0.8781
H11 4.1607 1.0729 -0.9059
H12 2.4220 -1.3006 -2.2180
H13 2.0480 -0.7680 -0.5735
C9 -0.7413 -0.4497 -3.6439
C10 -2.4558 2.2454 -2.4700
H14 -0.6923 2.5981 -1.2494
C11 -3.0490 3.6655 -2.4855
H15 -2.7104 1.7634 -3.4278
H16 -2.9587 1.6631 -1.6836
C12 -2.3554 4.6164 -3.4636
H17 -4.1111 3.6147 -2.7416
H18 -2.9888 4.0978 -1.4793
C13 -0.8331 4.6075 -3.2804
H19 -2.5952 4.3339 -4.4989
H20 -2.7260 5.6421 -3.3329
C14 -0.2188 3.1940 -3.2465
H21 -0.3663 5.1758 -4.0958
H22 -0.5666 5.1341 -2.3522
H23 -0.2535 2.7864 -4.2710
H24 0.8429 3.3027 -2.9780
C15 0.0824 -1.7478 -3.7508
H25 -1.7905 -0.7210 -3.4155
C16 -0.5894 -2.7271 -4.7103
H26 1.1011 -1.5174 -4.1023
H27 0.2023 -2.2201 -2.7693
C17 -0.7710 -2.1146 -6.1018
H28 0.0208 -3.6351 -4.7764
H29 -1.5707 -3.0071 -4.2998
C18 -1.4185 -0.7212 -6.0619
H30 0.2047 -2.0457 -6.6019
H31 -1.3815 -2.7809 -6.7196
C19 -0.7653 0.2186 -5.0405
H32 -1.3664 -0.2647 -7.0580
H33 -2.4829 -0.8297 -5.8066
H34 0.2598 0.4501 -5.3632
H35 -1.3049 1.1715 -5.0117
C20 -0.0088 -2.9562 -0.4359
C21 -1.2445 -2.0322 -0.6497
H36 0.5956 -3.2019 -1.3116
C22 -2.3567 -2.4330 0.3915
H37 -1.6396 -2.3792 -1.6478
C23 -1.8940 -2.7900 1.8160
H38 -3.0492 -1.5825 0.4519
H39 -2.9356 -3.3007 0.0233
C24 -0.9011 -3.9434 1.8124
H40 -1.4561 -1.9292 2.3377
H41 -2.8012 -3.0661 2.3815
C25 0.2549 -3.7062 0.7750
H42 -0.4691 -4.0568 2.8196
H43 -1.4393 -4.8650 1.5376
H44 1.0507 -3.1595 1.3166
H45 0.6946 -4.6877 0.5032
Se1 1.3620 3.3889 0.3108
C26 0.7913 3.0820 2.1379
C27 -0.5738 3.0291 2.4767
C28 -0.9492 2.6739 3.7728
C29 0.0305 2.4106 4.7453
C30 1.3887 2.5178 4.4215
C31 1.7774 2.8806 3.1264
H46 -1.3152 3.2440 1.7042
H47 -2.0054 2.6086 4.0356
H48 -0.2673 2.1212 5.7546
H49 2.1552 2.3181 5.1701
H50 2.8347 3.0094 2.8686

LUMO energy (spin up / spin down), eV: 2.149 / 2.149
Total charge: -1
E_HOMO (spin up / spin down), hartree: -0.033 / -0.033
HOMO-LUMO gap (spin up / spin down), Ha: 0.11246 / 0.11241

These are the Löwdin partial charges, in e, on atoms 1 to 4: 0.57, -0.14, 1.23, -0.21



[2]
Computed, not measured: a gas-phase ion, C7H12N3 (charge +1) in a non-equilibrium geometry, with wB97M-V/def2-TZVPD.

Element x y z (Å)
C1 2.3320 -0.3552 0.5048
C2 1.4354 -1.4037 0.6299
C3 2.2985 0.6646 -0.5012
C4 0.3522 -1.7059 -0.1966
C5 1.2157 1.4867 -0.6534
C6 -1.3091 0.1507 0.2220
C7 -2.7483 -0.1775 0.0805
N1 0.3682 1.6794 0.3624
N2 -0.9376 1.6005 0.0014
N3 -0.5880 -0.8187 -0.6319
H1 3.2896 -0.6059 0.9285
H2 1.8619 -2.3071 1.0981
H3 3.2507 0.8234 -0.9188
H4 0.4808 -2.5658 -0.8916
H5 0.9572 2.0405 -1.4608
H6 -1.0837 -0.1674 1.2096
H7 -3.3228 -0.0020 1.0612
H8 -2.6966 -1.2413 -0.1950
H9 -3.3190 0.3497 -0.7146
H10 0.7947 1.4566 1.1707
H11 -1.5603 2.2665 0.4034
H12 -1.0715 -1.1681 -1.5087

SMILES: C[C@@H]1NN\C=C/C=C\C=[NH+]/1
LUMO energy (spin up / spin down), eV: -4.797 / -4.798
Total charge: +1
E_HOMO (spin up / spin down), hartree: -0.457 / -0.457
HOMO-LUMO gap (spin up / spin down), Ha: 0.28074 / 0.28072

These are the Löwdin partial charges, in e, on atoms 1 to 4: -0.03, -0.08, -0.03, -0.03



[3]
Computed, not measured: a single C7H17NO molecule in a non-equilibrium geometry, with wB97M-V/def2-TZVPD.

Element x y z (Å)
C1 -0.6612 0.0790 0.7348
C2 -0.3422 -0.3104 -0.7232
C3 -0.0571 1.4509 1.0845
C4 -2.1886 0.2188 0.8489
C5 -0.1760 -0.9754 1.7410
C6 1.9471 0.4185 -2.0520
C7 -0.7246 -1.6184 -1.2583
N1 1.3990 -0.4231 -0.9843
O1 1.3666 1.3642 1.1437
H1 1.8081 2.2122 1.0150
H2 1.9893 -0.4034 -0.1548
H3 -0.6015 0.5257 -1.3750
H4 -0.3839 2.1921 0.3423
H5 -0.4282 1.7626 2.0678
H6 -2.4753 0.5091 1.8620
H7 -2.6677 -0.7306 0.6156
H8 -2.5712 0.9680 0.1526
H9 -0.6203 -1.9475 1.5350
H10 0.9074 -1.0926 1.7158
H11 -0.4462 -0.6723 2.7548
H12 1.9771 1.4605 -1.7360
H13 1.2949 0.3281 -2.9223
H14 2.9453 0.0834 -2.3402
H15 1.0912 -1.4477 -1.3366
H16 -1.0953 -2.3481 -0.5430
H17 -1.2864 -1.6038 -2.1882

LUMO energy, eV: 0.540
E_HOMO, hartree: -0.235
HOMO-LUMO gap, Ha: 0.25521

These are the Löwdin partial charges, in e, on atoms 1 to 4: -0.52, -0.28, -0.21, -0.05



[4]
Computed, not measured: 2 unconnected molecules or ions with the total composition C5H10O2, with wB97M-V/def2-TZVPD.

Element x y z (Å)
C1 1.4452 1.4912 -1.4793
C2 1.6413 0.1064 -0.8661
C3 0.5332 -0.2563 0.0876
O1 -0.7023 -0.6376 -0.5371
C4 0.0312 -1.6224 0.2147
C5 -2.5852 -0.7712 1.9914
O2 -2.9772 -0.2449 0.8667
H1 2.2375 1.7169 -2.1999
H2 0.4849 1.5464 -2.0025
H3 1.4585 2.2717 -0.7100
H4 1.6782 -0.6537 -1.6559
H5 2.5961 0.0580 -0.3269
H6 0.3928 0.4062 0.9441
H7 -2.2066 -0.2873 0.2444
H8 -0.4616 -1.9193 1.1383
H9 0.4702 -2.4059 -0.4011
H10 -3.5007 -0.6983 2.6343

LUMO energy, eV: 1.077
E_HOMO, hartree: -0.309
HOMO-LUMO gap, Ha: 0.34845

These are the Löwdin partial charges, in e, on atoms 1 to 4: -0.10, -0.21, -0.30, -0.10